w.
DFT (wB97M-V/def2-TZVPD) results for a structure of composition H22O11Xe.

```
34
Properties=species:S:1:pos:R:3:mulliken_charge:R:1
Xe -1.39321 -0.15186 -0.10688 0.00
O -0.22119 -2.08249 3.03923 -0.72
O -0.45041 -3.37385 -1.69966 -0.62
O -1.79577 -4.11553 1.68789 -0.62
O -0.18369 3.44449 -1.00048 -0.71
O 1.68342 -1.93809 -0.65564 -0.73
O 1.79069 2.23470 0.52846 -0.65
O 0.78738 1.78485 -3.49389 -0.68
O 2.16432 -1.31066 1.88546 -0.74
O -4.41782 2.39779 0.80856 -0.60
O -1.56749 3.09945 1.45255 -0.64
O 2.69753 0.43255 -1.41546 -0.78
H 1.73345 -1.45676 1.04329 0.46
H 0.45069 2.97170 -0.46172 0.38
H -4.88688 1.56592 0.74355 0.29
H 2.58070 -2.14783 2.09043 0.30
H 0.19392 -4.08123 -1.72582 0.30
H -0.55088 -1.25290 3.38462 0.31
H 0.87816 -2.29795 -1.02751 0.34
H 2.36535 -2.55775 -0.91495 0.29
H -5.07699 3.06148 0.60547 0.29
H -1.26165 -3.33319 1.82533 0.34
H 2.34859 -0.43130 -1.19583 0.48
H 2.22760 2.08315 1.36653 0.29
H 0.19602 2.01316 -2.77668 0.31
H -0.01394 4.36829 -0.81606 0.34
H 2.12419 1.54415 -0.04439 0.37
H 0.60957 -1.85534 2.62153 0.39
H -1.15379 3.10095 0.58936 0.43
H -1.62315 -4.36765 0.78076 0.32
H 1.11114 2.62641 -3.81512 0.33
H 2.15216 0.73402 -2.14205 0.35
H -2.47241 2.83658 1.28452 0.30
H -1.02553 -3.54539 -2.44534 0.27
```

Highest occupied orbital energy, eV: -10.15

***

x.
DFT (wB97M-V/def2-TZVPD) results for a structure of composition H22O11Xe.

```
34
Properties=species:S:1:pos:R:3:mulliken_charge:R:1
Xe -7.92754 20.96709 -9.21873 0.00
O -11.63865 21.97280 -10.06237 -0.68
O -7.36169 23.47061 -5.70288 -0.63
O -6.41690 17.31106 -9.11130 -0.63
O -7.78052 25.00875 -7.95489 -0.68
O -9.95621 22.20039 -12.44816 -0.63
O -3.94948 22.23699 -8.16872 -0.64
O -11.66916 19.93200 -7.81314 -0.63
O -10.07900 24.34094 -9.63505 -0.64
O -4.65268 19.59888 -8.94316 -0.74
O -5.59411 22.24139 -11.69808 -0.60
O -7.28159 20.53147 -5.02466 -0.62
H -4.38999 22.30863 -7.32193 0.33
H -3.94272 19.34036 -9.53083 0.32
H -7.41946 21.37349 -5.45851 0.33
H -11.38109 20.56159 -8.47409 0.33
H -7.90596 20.53026 -4.29912 0.30
H -7.03840 24.60347 -8.40347 0.30
H -6.03138 18.18540 -9.16716 0.37
H -12.43920 21.75075 -10.53781 0.30
H -10.49398 24.96554 -9.04015 0.35
H -9.89831 21.44990 -13.03946 0.31
H -4.08341 21.32671 -8.43266 0.38
H -8.44084 25.12294 -8.63838 0.33
H -11.32981 19.09084 -8.11893 0.31
H -9.07171 22.56615 -12.43730 0.29
H -4.29450 19.47350 -8.06439 0.33
H -5.57983 22.62995 -10.82341 0.30
H -7.57441 23.80851 -6.57281 0.41
H -5.66574 16.72118 -9.04778 0.28
H -10.70512 23.61994 -9.70096 0.34
H -10.94781 21.93264 -10.72370 0.33
H -6.84026 24.16330 -5.29726 0.29
H -6.27659 22.72435 -12.16412 0.29
```

Highest occupied orbital energy, eV: -10.71

***

Which one sits at the top of the stability order? w does.